# 1
The following is a DFT calculation (the ωB97M-V functional and the def2-TZVPD basis) of C57H81AlF11LiO42 as an isolated structure.

The geometry in ORCA input format:
```
! wB97M-V def2-TZVPD RIJCOSX def2/J DEFGRID3
* xyz 0 1
Li 1.09244 4.09673 0.56983
Al 0.80936 1.81159 -1.90209
O 0.46837 0.19625 -1.44904
C 0.22251 0.08664 -0.09872
C -0.37561 1.50235 0.37283
O 0.46709 2.48861 -0.24066
H 1.18510 -0.20628 0.44325
H -0.61977 -0.58068 0.17772
H -0.54145 1.57514 1.47379
H -1.37828 1.48392 -0.06272
O 3.39595 3.47573 -6.11301
C 4.35060 3.75904 -6.81480
C 2.57323 0.86837 -10.21413
O 3.31884 1.67168 -9.64543
H 4.36345 4.81952 -7.32502
H 5.21205 3.07661 -6.82196
H 2.89325 -0.17111 -10.42107
H 1.50426 1.04807 -10.56889
C 0.50846 2.94494 8.00545
C 0.43089 3.62600 6.60403
C 1.31151 2.71487 5.80268
O 2.43329 2.36871 6.68636
C 1.99571 2.74808 7.98351
H -0.09294 2.03219 8.08024
H 0.18846 3.62443 8.78325
H 0.87620 4.68055 6.71460
H -0.47438 3.80017 6.05031
H 1.69973 3.18830 4.85848
H 0.67725 1.88781 5.53165
H 2.45585 3.72661 8.26187
H 2.36350 2.01191 8.67920
C 2.63555 -7.64311 3.87912
C 1.71169 -6.72979 3.03403
C 0.87030 -6.13096 4.16228
O 0.65889 -7.19627 5.09475
C 1.89614 -7.86152 5.23842
H 3.64177 -7.23200 3.95721
H 2.81851 -8.62765 3.48268
H 1.09659 -7.28603 2.33629
H 2.30941 -5.97109 2.52150
H -0.09977 -5.89241 3.81405
H 1.23598 -5.20906 4.61784
H 1.58985 -8.89225 5.44144
H 2.56084 -7.52293 6.03845
C -1.03234 6.15965 -1.10942
C -1.49856 6.18149 0.38066
C -0.27606 6.36156 1.19066
O 0.80351 5.91931 0.38450
C 0.48377 6.31049 -0.95255
H -1.52924 6.81609 -1.78062
H -1.22975 5.12756 -1.40350
H -1.84286 5.19167 0.56093
H -2.39923 6.85883 0.52161
H -0.28235 5.71488 2.10041
H -0.03679 7.36595 1.54930
H 1.06020 5.71413 -1.62636
H 0.88477 7.33382 -1.16547
C -4.06737 1.34369 1.69217
C -3.77514 2.56402 2.50322
C -2.82267 2.05714 3.64137
O -2.24128 0.85231 3.18746
C -3.24463 0.22526 2.32613
H -3.77951 1.52063 0.63209
H -5.13537 1.05120 1.62063
H -4.61331 2.97186 3.05092
H -3.24025 3.26252 1.83967
H -3.40477 1.81397 4.56630
H -2.02143 2.71058 3.87824
H -3.82953 -0.38916 3.05450
H -2.65558 -0.47409 1.65529
C 5.14067 2.06299 -0.93154
C 6.25944 1.14773 -1.43425
C 6.79769 1.87395 -2.69869
O 5.58933 2.48283 -3.28352
C 4.56953 2.67534 -2.26834
H 5.51099 2.84144 -0.32170
H 4.43149 1.53302 -0.36759
H 5.83497 0.20090 -1.71522
H 7.05877 0.90122 -0.69586
H 7.25790 1.12923 -3.40839
H 7.56057 2.61152 -2.52769
H 3.65611 2.14100 -2.52244
H 4.40126 3.71669 -2.13826
C -1.98536 -0.32878 -7.64902
C -0.72368 -0.90194 -6.99643
O -0.71517 -0.29092 -5.74701
C -1.58738 0.78285 -5.70266
O -1.69974 1.63547 -4.82299
O -2.27814 0.86039 -6.87284
F 0.41070 -0.61887 -7.66973
H -2.71926 -1.10552 -7.47748
H -1.87352 0.00537 -8.67370
H -0.76276 -1.96090 -6.98604
C 2.71663 -0.26737 3.87987
C 3.28623 -0.70707 5.19570
O 4.57246 -0.11680 5.22600
C 4.91740 0.39411 4.01976
O 5.93639 1.01556 3.79090
O 3.91923 0.11257 3.17442
F 3.41549 -2.03803 5.32222
H 2.03250 0.53454 3.97348
H 2.24973 -1.14489 3.41258
H 2.64096 -0.36463 6.08125
C -2.48536 -0.05122 -1.89584
C -2.11902 -1.35910 -2.47421
O -3.11076 -1.59021 -3.51904
C -4.15551 -0.69872 -3.25501
O -5.10909 -0.67580 -3.95122
O -3.91420 0.04879 -2.18238
F -2.27814 -2.36369 -1.60187
H -1.95498 0.86598 -2.34266
H -2.35431 0.01483 -0.82308
H -1.14170 -1.50093 -2.93186
C -0.80278 -1.89915 4.02643
C -1.94492 -2.42686 4.92967
O -2.16642 -1.34759 5.79776
C -1.21306 -0.40880 5.70284
O -1.22610 0.63098 6.30027
O -0.20752 -0.86498 4.91235
F -1.64147 -3.54280 5.75096
H -1.17873 -1.37841 3.14139
H -0.10668 -2.65997 3.82704
H -2.85301 -2.76162 4.43759
C -5.96571 -5.86663 1.50322
C -6.30034 -5.00266 2.77511
O -5.31870 -4.03982 2.81272
C -4.50600 -4.10459 1.72396
O -3.58692 -3.35854 1.52085
O -4.92313 -5.12152 0.94926
F -6.24747 -5.77641 3.86103
H -6.79309 -5.92767 0.75405
H -5.77538 -6.89014 1.91707
H -7.33730 -4.55312 2.78533
C 0.52521 4.09273 -5.40479
C 0.64037 5.23107 -6.48850
O 0.43417 6.42104 -5.70416
C 0.08442 6.11996 -4.46914
O -0.21192 6.97754 -3.68837
O 0.02842 4.84847 -4.28625
F -0.38734 5.04381 -7.40053
H 1.48531 3.62308 -5.09161
H -0.29695 3.40809 -5.62550
H 1.55462 5.19519 -7.01156
C -1.11103 -6.17250 -0.19733
C -1.92027 -6.89594 0.91084
O -3.02892 -7.45888 0.20305
C -3.11897 -6.91595 -1.03849
O -4.01588 -7.12204 -1.80639
O -2.04804 -6.16101 -1.28130
F -2.37770 -5.99008 1.84016
H -0.24401 -6.66080 -0.52873
H -0.83334 -5.22640 0.17524
H -1.43159 -7.66869 1.49762
C -2.58254 -5.08102 -4.54799
C -1.94753 -6.43598 -4.82787
O -0.66850 -6.35989 -4.17374
C -0.36941 -5.03626 -3.91865
O 0.68695 -4.77511 -3.43230
O -1.38038 -4.26401 -4.22438
F -1.74146 -6.61713 -6.12106
H -3.26010 -5.13775 -3.72455
H -3.03146 -4.65404 -5.45021
H -2.52160 -7.25485 -4.38210
C -5.30092 2.96363 -4.14272
C -6.43258 3.07509 -3.14118
O -5.76156 3.30451 -1.87683
C -4.40295 3.20428 -2.01752
O -3.67468 3.24210 -1.07029
O -4.11132 3.10275 -3.34431
F -7.09717 1.89321 -3.19027
H -5.35191 3.82482 -4.80443
H -5.21381 1.96374 -4.76853
H -7.21292 3.80193 -3.23360
C 5.39608 3.82149 3.40078
C 5.15987 5.21015 2.74046
O 3.93182 5.07084 2.07837
C 3.46820 3.82958 2.26756
O 2.37562 3.43826 1.95507
O 4.35909 3.03444 2.78000
F 6.06475 5.45126 1.72134
H 5.21457 3.82915 4.42815
H 6.42253 3.43818 3.26676
H 5.15489 5.98287 3.44260
C 3.29199 -1.92441 -0.44002
C 3.11331 -3.35998 -0.86523
O 1.95051 -3.65594 -0.09462
C 1.95964 -2.93214 1.06157
O 1.27094 -3.01435 2.04689
O 2.85037 -1.88226 0.94174
F 4.13668 -4.17310 -0.42561
H 2.69173 -1.28908 -1.09023
H 4.33777 -1.65111 -0.50955
H 2.88034 -3.60230 -1.85192
*
```

HOMO-LUMO gap = 5.74 eV
HOMO = -5.54 eV

Atom charges from the Mulliken analysis, given in e for atoms 1 to 2: atom 1 (Li): 1.20, atom 2 (Al): 1.07

# 2
The following is a DFT calculation (the ωB97M-V functional and the def2-TZVPD basis) of a 16-piece molecular cluster, C34H97FNO15 overall.

The geometry in ORCA input format:
```
! wB97M-V def2-TZVPD RIJCOSX def2/J DEFGRID3
* xyz 1 1
F -7.84995 2.84037 -2.64217
C -6.61520 3.53959 -2.21277
C -5.44993 3.89679 -3.32473
N -5.11401 5.24791 -3.27791
C -6.01107 5.92130 -2.21823
C -6.73556 4.83418 -1.18379
H -6.04546 2.76137 -1.52487
H -4.90782 3.16778 -4.08934
H -4.38103 5.75980 -3.85082
H -6.95135 6.22806 -2.88407
H -5.64689 6.93455 -1.76098
H -7.87817 5.09107 -1.19806
H -6.26843 4.70317 -0.10650
C -4.49631 2.14712 2.53730
C -3.86444 1.93770 1.17682
O -4.11707 3.06147 0.34646
H -5.57690 2.29559 2.44090
H -4.31443 1.28743 3.18831
H -4.09325 3.04471 3.01757
H -4.28573 1.05257 0.69117
H -2.78204 1.80138 1.26355
H -3.73165 3.84072 0.78240
C -1.03975 -0.19900 -1.71341
C -0.33459 0.41595 -0.52236
O -0.97319 0.01358 0.68034
H -2.09120 0.10573 -1.73750
H -0.56220 0.10502 -2.64908
H -1.02646 -1.29196 -1.64957
H -0.36932 1.50792 -0.57873
H 0.71417 0.10561 -0.48393
H -0.92947 -0.95694 0.72504
C -0.50651 4.82535 -4.02983
C -1.73991 5.21406 -4.81828
O -2.14613 6.52842 -4.46670
H -0.70710 4.87121 -2.95435
H -0.18292 3.81264 -4.28608
H 0.31603 5.51969 -4.23013
H -2.56576 4.53106 -4.59857
H -1.54364 5.18321 -5.89449
H -1.40912 7.12830 -4.67356
C -5.10738 2.03675 -7.86466
C -4.29124 1.09826 -7.00027
O -4.47064 1.42197 -5.62943
H -4.80925 3.07610 -7.69184
H -4.97662 1.80327 -8.92501
H -6.17136 1.96528 -7.61640
H -3.22683 1.18877 -7.23613
H -4.59230 0.05795 -7.15776
H -5.41765 1.33029 -5.42800
C 2.33753 -1.95616 1.83152
C 1.76565 -1.72600 3.21500
O 1.56505 -0.33718 3.43209
H 3.28870 -1.42627 1.71534
H 2.50228 -3.02192 1.64994
H 1.66095 -1.56796 1.06319
H 2.45456 -2.09533 3.98036
H 0.80804 -2.24208 3.33471
H 0.94535 -0.02070 2.75265
C 5.27385 -2.50023 -1.30744
C 4.04045 -2.11153 -2.09589
O 3.63423 -0.79716 -1.74431
H 5.07326 -2.45438 -0.23196
H 5.59744 -3.51294 -1.56369
H 6.09639 -1.80589 -1.50774
H 3.21460 -2.79452 -1.87618
H 4.23671 -2.14238 -3.17210
H 4.37124 -0.19728 -1.95117
C 7.38662 -6.62393 -0.84336
C 6.67270 -6.44543 0.48045
O 5.70805 -5.40879 0.37545
H 7.88017 -5.69349 -1.14285
H 8.13700 -7.41678 -0.77801
H 6.67502 -6.87632 -1.63628
H 7.38407 -6.17181 1.26523
H 6.16580 -7.36776 0.78052
H 5.07628 -5.66530 -0.31800
C -6.03693 -1.76164 1.32095
C -6.60881 -1.53148 2.70443
O -6.80942 -0.14266 2.92152
H -5.08576 -1.23176 1.20477
H -5.87218 -2.82740 1.13937
H -6.71351 -1.37344 0.55262
H -5.91990 -1.90082 3.46980
H -7.56642 -2.04756 2.82414
H -7.42911 0.17382 2.24209
C 11.21532 -6.34656 0.64401
C 11.84719 -6.55598 -0.71647
O 11.59456 -5.43220 -1.54683
H 10.13473 -6.19808 0.54762
H 11.39720 -7.20624 1.29502
H 11.61838 -5.44896 1.12429
H 11.42590 -7.44110 -1.20212
H 12.92959 -6.69229 -0.62973
H 11.97998 -4.65295 -1.11089
C -3.04483 7.26891 2.43350
C -3.07973 6.13040 3.43180
O -2.38852 5.00557 2.90914
H -3.50348 6.96475 1.48686
H -3.57737 8.14259 2.81955
H -2.01230 7.55592 2.20924
H -4.11218 5.83207 3.63635
H -2.61131 6.42247 4.37677
H -1.47074 5.27852 2.73889
C 10.37177 -10.66453 3.39314
C 10.53876 -9.99188 2.04641
O 11.91591 -9.91799 1.70852
H 10.90998 -10.11052 4.16929
H 9.31566 -10.72542 3.67041
H 10.79065 -11.67598 3.37554
H 10.13890 -8.97399 2.07465
H 10.01416 -10.54705 1.26265
H 12.25946 -10.82730 1.67768
C -7.95912 -1.30309 -4.32335
C -7.79213 -0.63045 -5.67009
O -6.41498 -0.55656 -6.00798
H -7.42091 -0.74908 -3.54721
H -9.01523 -1.36398 -4.04608
H -7.54024 -2.31454 -4.34096
H -8.19198 0.38745 -5.64185
H -8.31673 -1.18562 -6.45384
H -6.07143 -1.46586 -6.03882
C 2.90561 0.53338 6.20493
C 3.47032 1.73051 6.94114
O 4.82698 1.49225 7.28593
H 2.97317 -0.36659 6.82501
H 1.85872 0.69929 5.93578
H 3.47716 0.33487 5.29240
H 2.91036 1.91198 7.86325
H 3.41824 2.63195 6.32276
H 5.31723 1.34074 6.45978
C 0.48557 8.11875 -1.25887
C 0.89942 8.37930 0.17462
O 0.20500 7.50051 1.04737
H -0.59354 8.26005 -1.37952
H 1.00885 8.79133 -1.94427
H 0.70500 7.08453 -1.54352
H 0.65839 9.40698 0.46194
H 1.97519 8.22747 0.30635
H 0.43240 6.59081 0.78936
C -3.40521 -2.62154 5.89166
C -2.77334 -2.83096 4.53118
O -3.02597 -1.70719 3.70082
H -4.48580 -2.47306 5.79526
H -3.22333 -3.48123 6.54267
H -3.00215 -1.72394 6.37193
H -3.19464 -3.71608 4.04553
H -1.69095 -2.96727 4.61791
H -2.64055 -0.92794 4.13676
*
```

HOMO-LUMO gap = 6.36 eV
relative energy (zero: lowest compared OMol25 entry of this formula, charge and spin) = 340.6 kJ/mol
HOMO = -11.02 eV

Atom charges from the Mulliken analysis, given in e for atoms 1 to 2: atom 1 (F): -0.31, atom 2 (C): 0.60

# 3
The following is a DFT calculation (the ωB97M-V functional and the def2-TZVPD basis) of one molecule with the formula C15H15NO5.

The geometry in ORCA input format:
```
! wB97M-V def2-TZVPD RIJCOSX def2/J DEFGRID3
* xyz 0 1
C 0.76283 -2.93843 0.70209
C 2.13736 -2.55696 0.19647
O 2.11832 -2.25230 -1.19608
C 1.87771 -0.97391 -1.57513
O 1.11426 -0.75949 -2.46473
C 2.72366 0.13200 -0.99420
C 1.89720 1.31631 -0.50477
C 1.08564 0.95650 0.73853
C 0.03323 1.94437 1.06916
C -1.25641 1.89588 0.74551
C -1.95182 0.85334 -0.03589
C -2.87736 0.01929 0.59023
C -3.45053 -1.00870 -0.15256
C -3.06377 -1.14464 -1.48312
C -2.13594 -0.25191 -2.01270
N -1.58018 0.74379 -1.31732
C -1.91264 3.10696 1.29242
O -3.03955 3.44697 1.20055
O -0.96229 3.82900 1.97852
C 0.24667 3.18725 1.84382
O 1.24828 3.61482 2.29591
H 0.46632 -3.92696 0.36705
H -0.00785 -2.23053 0.40326
H 0.78944 -2.95246 1.79139
H 2.54249 -1.74265 0.79307
H 2.81046 -3.40099 0.31935
H 3.35641 -0.20876 -0.17789
H 3.39267 0.45394 -1.78820
H 2.60126 2.10763 -0.25104
H 1.26271 1.69836 -1.29933
H 0.59277 -0.00500 0.59712
H 1.77328 0.84086 1.57616
H -3.13468 0.17943 1.62614
H -4.17359 -1.68616 0.27408
H -3.46284 -1.92991 -2.10552
H -1.82352 -0.35696 -3.04232
*
```

SMILES = CCOC(=O)CCCC1=C(c2ccccn2)C(=O)OC1=O
HOMO-LUMO gap = 9.23 eV
relative energy (zero: lowest compared OMol25 entry of this formula, charge and spin) = 0.0 kJ/mol
HOMO = -9.96 eV

Atom charges from the Mulliken analysis, given in e for atoms 1 to 2: atom 1 (C): -0.86, atom 2 (C): -0.20

| no. | LUMO level (Ha) |
| --- | --- |
| 1 | 0.0071 |
| 2 | -0.1714 |
| 3 | -0.0268 |